1.
46
Properties=species:S:1:pos:R:3:nbo_charge:R:1 method="wB97M-V/def2-TZVPD" max_force_ev_per_a=1.97 smiles="CCO[Si](CCCN[C@H](C)C(=O)O)(OCC)OCC" multiplicity=1 de_lowest_kj_mol=0.00 homo_lumo_gap_ev=9.73
O 0.1408 2.5898 -1.7894 -0.69
C 1.0778 2.7490 -0.7992 0.78
H 2.5637 0.4068 1.8043 0.19
H -0.5880 0.4952 -1.3864 0.19
N 2.9901 1.5468 0.1372 -0.61
H -2.6781 -3.1329 -0.4853 0.18
H -1.8794 -0.7046 2.5705 0.17
H 1.8876 -0.6310 -0.9264 0.20
C 2.2830 -0.7852 0.1052 -0.41
H 3.1995 3.5858 -2.5803 0.22
C -2.6706 -2.8883 0.5761 -0.06
H 1.7676 -2.8874 0.5567 0.25
H 1.1798 0.8543 0.8761 0.19
C -1.1466 -0.4350 -3.3056 -0.63
H -1.2279 2.1990 1.7266 0.23
H -2.1086 -0.3359 -1.3392 0.16
H 3.3286 -1.1458 0.0244 0.21
H -3.0454 -1.8633 0.6884 0.16
C 1.4708 -1.8522 0.7913 -0.93
H 4.4674 2.8850 -1.5992 0.23
H -0.1353 -0.3706 -3.7435 0.21
H -4.5571 -3.9405 1.1019 0.22
H -2.8303 1.4933 2.0688 0.21
H -3.0347 -4.8188 1.3977 0.21
H 2.4028 1.4121 -1.8721 0.21
H 1.5013 -1.7904 1.8837 0.23
C 2.1990 0.5341 0.8009 -0.22
H -1.6323 -1.3804 -3.6317 0.21
H -0.2632 -0.0263 2.8852 0.16
H -1.7534 0.4224 -3.6891 0.21
H -0.6255 3.1207 -1.5360 0.50
Si -0.3388 -1.6257 0.3551 2.34
O 0.8223 3.3438 0.2330 -0.61
C 3.4198 3.2529 -1.5829 -0.60
C -1.1611 0.1040 2.2668 -0.05
C -1.7794 1.5048 2.3800 -0.63
H 3.1396 2.3280 0.7803 0.37
C -3.5110 -3.8348 1.4172 -0.63
C 2.4619 2.1552 -1.0836 -0.16
O -0.7832 -0.1572 0.9510 -0.94
C -1.0862 -0.3821 -1.7924 -0.07
O -1.3267 -2.8145 1.0524 -0.91
H -1.7011 1.8404 3.4039 0.21
O -0.4556 -1.5317 -1.2945 -0.91
H 3.4583 4.0899 -0.8885 0.21
H -3.4423 -3.5787 2.4907 0.21

---

2.
14
Properties=species:S:1:pos:R:3:nbo_charge:R:1 method="wB97M-V/def2-TZVPD" max_force_ev_per_a=2.61 smiles="N[C@H](C=O)CSS" multiplicity=1 de_lowest_kj_mol=128.53 homo_lumo_gap_ev=9.27
C -0.2038 1.5460 -0.5424 -0.19
H 1.6089 1.6704 0.2558 0.37
O -2.1816 2.1819 0.6850 -0.51
S 0.8614 -1.0241 -0.5211 0.03
H -0.2105 0.2353 1.2289 0.23
H -0.4744 1.3803 -1.5981 0.21
H -1.3292 -0.2829 -0.1612 0.23
H -0.8294 -2.9074 0.3988 0.13
C -0.4254 0.1947 0.1666 -0.48
H -1.1542 3.5607 -0.3517 0.12
N 1.1267 2.1174 -0.5126 -0.82
C -1.2830 2.4978 -0.0343 0.45
S 0.4964 -2.6991 0.6704 -0.13
H 1.6661 1.9361 -1.3580 0.38

---

3.
65
Properties=species:S:1:pos:R:3:mulliken_spin:R:1 method="wB97M-V/def2-TZVPD" max_force_ev_per_a=2.77 multiplicity=2 de_lowest_kj_mol=0.00 total_charge=-1 homo_lumo_gap_ev="5.74 / 5.51" s2=0.76
H -14.4606 -7.0267 8.1767 0.00
S -12.4011 -8.3520 7.0141 0.00
C -12.9020 -6.2025 5.3011 0.00
C -14.3719 -11.3081 7.8309 0.06
C -9.7085 -8.4926 6.4697 0.00
C -16.2985 -12.9039 10.3436 0.05
N -18.0477 -8.7587 10.5146 -0.01
C -13.9071 -6.6889 11.9615 0.01
H -8.7694 -6.4688 9.8241 0.00
C -19.6532 -7.6731 12.4484 0.00
H -20.1996 -7.2859 13.2433 0.00
C -8.0701 -7.5399 7.9959 0.00
H -12.1314 -6.6325 4.7299 0.00
H -17.8854 -6.6290 13.1135 0.00
N -15.8963 -11.9990 9.4021 0.00
H -13.2915 -5.9610 12.5238 0.00
Se -19.6147 -10.5558 6.3483 0.00
C -15.9290 -14.1962 10.3209 -0.03
H -7.0090 -7.3265 8.1603 0.00
H -19.7864 -9.7909 9.7730 0.00
C -8.3792 -8.3082 6.8393 0.00
H -21.1841 -9.0011 11.6864 0.00
H -7.5559 -8.6807 6.3060 0.00
H -12.1548 -7.6907 11.1302 0.00
C -20.1487 -8.6123 11.5809 0.00
C -15.0752 -5.3931 6.8875 0.00
H -16.4004 -14.8752 11.0333 0.00
H -13.8459 -13.9879 7.6314 0.00
H -15.4778 -4.0393 5.3062 0.00
C -13.6988 -5.1725 4.8329 0.00
O -13.3294 -11.5516 7.0613 0.01
H -13.3684 -9.2418 9.7836 0.01
O -17.6508 -13.0176 12.2896 0.01
H -13.5143 -4.7241 3.8641 0.00
C -15.4219 -8.5696 10.3535 -0.04
H -14.7150 -15.6923 9.3943 0.00
H -11.0702 -6.8990 9.1497 0.00
H -13.0518 -10.6477 6.7066 0.00
C -17.5334 -7.8532 11.3501 0.00
C -13.2392 -6.8768 6.4868 0.00
C -15.0776 -14.6678 9.3178 0.05
C -9.0351 -7.0143 8.8245 0.00
C -14.5887 -13.7799 8.3990 -0.03
C -13.2839 -7.6312 11.1720 -0.01
C -19.3816 -9.1072 10.5364 0.00
H -15.9828 -5.0310 7.2966 0.00
O -17.2548 -11.0131 11.2641 0.00
O -14.8565 -10.1510 7.9744 0.00
Ti -16.6415 -10.0698 9.4057 0.93
C -16.0377 -7.6791 11.2156 -0.02
C -13.9692 -8.5293 10.3986 -0.04
C -10.6565 -7.8647 7.2844 0.00
Se -19.4838 -8.3854 7.1828 0.00
C -18.3117 -7.2876 12.3215 0.00
C -15.3133 -6.7282 12.0061 0.00
C -14.3201 -6.4689 7.2736 0.00
Se -18.2533 -11.6393 7.9570 -0.02
O -12.2662 -9.4111 5.9646 0.00
Se -17.2692 -8.1988 7.4018 -0.01
C -14.7468 -4.7801 5.6731 0.00
C -10.3499 -7.1933 8.4685 0.00
H -10.0150 -9.1556 5.6825 0.00
C -15.0937 -12.4571 8.4663 0.04
C -17.1680 -12.3199 11.4117 0.01
H -15.8570 -5.9835 12.6841 0.00